C6H8 | wB97M-V/def2-TZVPD

The geometry in ORCA input format:
```
! wB97M-V def2-TZVPD RIJCOSX def2/J DEFGRID3
* xyz 0 3
C 2.0361 -1.1792 -0.0554
C 3.2134 -1.6024 0.2388
C 0.8867 -0.5444 -0.0885
C 1.6537 1.8817 0.0669
C -1.3457 -1.7157 -0.1975
C -0.5665 -0.4572 0.1138
H 0.7281 2.3036 -0.2146
H 2.3776 1.9004 -0.6713
H 1.7812 1.5478 1.0341
H -1.1031 -2.5367 0.5017
H -1.1354 -1.8782 -1.2621
H -2.3427 -1.4770 -0.1096
H -0.5260 -0.3947 1.1364
H -1.0655 0.5362 -0.3929
*
```

expectation value of S² = 2.040
LUMO (spin up / spin down) = -1.114 / -1.584 eV
Kohn-Sham gap (spin up / spin down) = 6.4 / 8.4 eV
HOMO (spin up / spin down) = -7.498 / -9.995 eV

C20H18O4 | wB97M-V/def2-TZVPD

The geometry in ORCA input format:
```
! wB97M-V def2-TZVPD RIJCOSX def2/J DEFGRID3
* xyz 0 1
C 2.8159 2.9067 2.3682
O 2.4508 3.6277 1.2081
C 1.9520 3.0107 0.1131
C 1.6613 3.8615 -0.9522
C 1.1436 3.3906 -2.1471
C 0.9015 2.0464 -2.3140
C 1.1795 1.1599 -1.2707
C 0.9530 -0.2488 -1.3843
C 1.2226 -1.0941 -0.3673
C 0.9849 -2.5692 -0.4452
C -0.4567 -2.8911 -0.8328
O -0.6961 -3.7082 -1.6917
C -1.4955 -2.1145 -0.1217
C -1.2967 -1.7307 1.2062
C -2.2476 -0.9982 1.8838
C -3.4237 -0.6106 1.2507
C -4.4624 0.1778 1.9853
C -3.6209 -0.9975 -0.0667
C -2.6903 -1.7540 -0.7653
C -2.9788 -2.1482 -2.1788
C 1.7565 -0.5668 0.8882
O 2.0192 -1.2348 1.8615
O 1.9692 0.7707 0.9628
C 1.7019 1.6359 -0.0560
H 3.1871 3.6611 3.0612
H 1.9611 2.3937 2.8127
H 3.6059 2.1818 2.1631
H 1.8574 4.9120 -0.8095
H 0.9336 4.0855 -2.9450
H 0.5003 1.6601 -3.2377
H 0.5575 -0.6248 -2.3179
H 1.2170 -3.0183 0.5237
H 1.6350 -3.0274 -1.1948
H -0.4026 -2.0307 1.7290
H -2.0763 -0.7218 2.9138
H -5.0970 -0.4961 2.5619
H -5.0952 0.7301 1.2948
H -3.9992 0.8754 2.6797
H -4.5344 -0.7058 -0.5667
H -2.1223 -1.9658 -2.8242
H -3.8373 -1.6015 -2.5620
H -3.1908 -3.2152 -2.2281
*
```

LUMO = -0.184 eV
Kohn-Sham gap = 8.5 eV
HOMO = -8.649 eV

C9H14O | wB97M-V/def2-TZVPD

The geometry in ORCA input format:
```
! wB97M-V def2-TZVPD RIJCOSX def2/J DEFGRID3
* xyz 0 1
C -0.7180 1.5598 -3.9299
C -0.7941 0.7806 -2.6317
C -0.8431 1.4425 -1.4055
C -0.8537 0.7242 -0.2208
C -1.0435 -0.6646 -0.2418
C -0.9277 -1.3204 -1.4527
C -0.6535 -0.5989 -2.6091
H -0.2290 2.5204 -3.7842
H -1.7525 1.7647 -4.1726
H -0.2498 0.9826 -4.7192
H -0.8307 2.5232 -1.3362
H -0.7687 1.2091 0.7442
H -1.1692 -1.1292 0.7283
H -0.9705 -2.3950 -1.5237
H -0.4959 -1.1064 -3.5549
C 2.3671 0.3048 3.6101
C 1.2376 -0.5684 3.0756
O 1.0877 -1.6943 3.9993
H 2.1488 0.4807 4.6644
H 2.4300 1.2468 3.0628
H 3.3205 -0.2192 3.6385
H 0.2627 -0.0960 3.1508
H 1.5442 -0.9863 2.1216
H 1.5816 -2.4352 3.6301
*
```

LUMO = 0.873 eV
Kohn-Sham gap = 9.9 eV
HOMO = -9.051 eV

C24H37BaN4O3SeSi | wB97M-V/def2-TZVPD

The geometry in ORCA input format:
```
! wB97M-V def2-TZVPD RIJCOSX def2/J DEFGRID3
* xyz -1 1
Ba -0.7861 0.3569 0.5932
O -2.4206 0.7718 1.8992
C -3.5821 0.5386 2.3905
C -4.3234 1.5346 3.0712
C -5.5906 1.3111 3.5541
C -6.2056 0.0799 3.3643
C -5.5193 -0.9144 2.6937
C -4.2199 -0.7293 2.2379
C -3.5566 -1.8211 1.5166
N -2.4493 -2.4042 1.7119
C -1.6393 -2.1076 2.8607
C -0.1518 -2.3227 2.5543
N 0.5066 -1.0911 2.2323
C 1.5760 -0.8047 2.8720
C 2.3933 0.3538 2.7268
C 3.5568 0.4394 3.5084
C 4.3930 1.5242 3.4537
C 4.0926 2.5736 2.5814
C 2.9801 2.5227 1.7905
C 2.0616 1.4312 1.8338
O 1.0121 1.4267 1.1267
H -3.8365 2.4913 3.2095
H -6.1135 2.1019 4.0817
H -7.2023 -0.1034 3.7408
H -5.9832 -1.8844 2.5546
H -4.1313 -2.2301 0.6828
H -1.7888 -1.0967 3.2470
H -1.9360 -2.8179 3.6442
H 0.3301 -2.8235 3.4113
H -0.0942 -2.9869 1.6854
H 1.9428 -1.5250 3.6249
H 3.8060 -0.3840 4.1675
H 5.2881 1.5597 4.0585
H 4.7572 3.4281 2.5443
H 2.7505 3.3245 1.1007
N -2.7156 0.6693 -1.4270
C -2.7112 2.0599 -1.8464
C -1.3116 2.4044 -2.3483
N -0.3249 2.1450 -1.3138
H -2.4332 0.0914 -2.2120
H -3.6441 0.3838 -1.1374
H -2.9627 2.6783 -0.9785
H -3.4379 2.2654 -2.6523
H -1.3001 3.4487 -2.6947
H -1.0792 1.7522 -3.1969
H -0.1178 2.9811 -0.7793
H 0.5412 1.8687 -1.7629
C -1.7441 -3.0517 -2.0539
C -0.5814 -2.3168 -1.4395
C 0.7770 -2.6489 -1.9264
O -0.7744 -1.4420 -0.6234
H -1.4964 -4.0805 -2.2917
H -1.9973 -2.5389 -2.9797
H -2.5939 -3.0113 -1.3778
H 0.8984 -3.6924 -2.1911
H 1.5206 -2.3279 -1.2046
H 0.9274 -2.0357 -2.8227
C 4.1380 -1.1607 -2.7144
Si 3.5174 0.3187 -3.7426
C 4.4862 0.3095 -5.3892
C 4.0142 1.8743 -2.7671
Se 1.3240 0.2159 -4.0819
H 5.2228 -1.1759 -2.6737
H 3.8000 -2.1058 -3.1253
H 3.7658 -1.0847 -1.6985
H 5.5609 0.3488 -5.2216
H 4.2092 1.1606 -6.0034
H 4.2714 -0.5899 -5.9591
H 5.0927 1.9738 -2.7048
H 3.6241 1.8178 -1.7571
H 3.6185 2.7708 -3.2297
*
```

LUMO = 2.239 eV
Kohn-Sham gap = 6.4 eV
HOMO = -4.111 eV

C21H36MoP2 | wB97M-V/def2-TZVPD

The geometry in ORCA input format:
```
! wB97M-V def2-TZVPD RIJCOSX def2/J DEFGRID3
* xyz 2 3
P -0.8102 -3.2724 -2.2754
P 1.7226 -3.3131 -0.3294
C 0.4635 -4.6150 -2.5094
C 1.2801 -4.8809 -1.2383
H 1.1323 -4.2885 -3.3157
H -0.0352 -5.5321 -2.8522
H 0.6950 -5.5004 -0.5472
H 2.1991 -5.4355 -1.4733
C 3.4350 -3.0499 -0.9971
H 3.9285 -2.2596 -0.4221
H 3.3819 -2.7186 -2.0386
H 4.0430 -3.9617 -0.9424
C 2.1700 -4.0607 1.3095
H 2.8804 -4.8902 1.2053
H 1.2641 -4.4288 1.8017
H 2.6132 -3.2933 1.9522
C -1.1567 -2.9060 -4.0617
H -2.0135 -2.2287 -4.1361
H -1.3724 -3.8156 -4.6358
H -0.2914 -2.4030 -4.5050
C -2.2951 -4.3252 -1.9093
H -2.2093 -4.7544 -0.9064
H -2.4131 -5.1378 -2.6372
H -3.1936 -3.6999 -1.9271
Mo -1.0040 2.7635 0.7853
C 0.0734 1.0440 1.7037
C 0.8814 1.5325 0.6821
C 1.0307 0.8956 -0.6899
C 0.0666 1.4872 -1.7471
C -1.3073 1.8241 -1.2114
C -2.0389 1.0760 -0.2950
C -1.6096 -0.2667 0.2729
C -0.8534 -0.1483 1.6186
C -2.4859 4.1724 0.4175
H 0.2898 1.3833 2.7149
H 1.6542 2.2443 0.9624
H 0.8922 -0.1862 -0.6114
H 2.0583 1.0489 -1.0357
H 0.4993 2.4141 -2.1386
H -0.0160 0.7982 -2.6016
H -1.8449 2.5832 -1.7767
H -3.0921 1.3240 -0.1849
H -0.9988 -0.7992 -0.4615
H -2.5026 -0.8802 0.4314
H -1.5860 -0.0491 2.4267
H -0.2976 -1.0778 1.8159
H -2.8808 4.5863 1.3509
H -3.3148 3.7467 -0.1626
H -2.0488 4.9990 -0.1575
C 0.9100 6.0848 3.9491
C 1.1053 6.2271 2.5712
C 0.5666 5.2861 1.6892
C -0.1672 4.2032 2.1823
C -0.3671 4.0621 3.5587
C 0.1737 5.0020 4.4431
H 1.3274 6.8131 4.6325
H 1.6724 7.0658 2.1878
H 0.7136 5.3925 0.6224
H -0.9392 3.2259 3.9374
H 0.0218 4.8927 5.5088
*
```

expectation value of S² = 2.031
LUMO (spin up / spin down) = -7.391 / -9.294 eV
Kohn-Sham gap (spin up / spin down) = 6.6 / 4.8 eV
HOMO (spin up / spin down) = -14.023 / -14.055 eV

C21H26N3Si | wB97M-V/def2-TZVPD

The geometry in ORCA input format:
```
! wB97M-V def2-TZVPD RIJCOSX def2/J DEFGRID3
* xyz 1 1
C 4.8638 0.6083 2.6062
N 3.4473 0.2977 2.5330
C 2.4666 1.2226 2.3750
C 1.1930 0.5960 2.4560
C -0.0390 1.2454 2.4020
C -1.3110 0.5766 2.4154
C -1.6008 -0.5136 1.5466
C -2.8092 -1.1959 1.6370
C -3.7576 -0.8521 2.6083
C -5.0085 -1.6626 2.7398
C -3.5020 0.2409 3.4498
C -2.3357 0.9817 3.3160
C 1.4719 -0.8281 2.7117
C 0.6952 -1.9206 3.0755
C 1.3142 -3.1668 3.2782
C 2.7076 -3.3072 3.1708
C 3.5166 -2.1907 2.8947
C 2.8804 -0.9727 2.6966
H 5.4303 -0.3210 2.6913
H 5.1820 1.1514 1.7081
H 5.0840 1.2433 3.4759
H 2.6807 2.2789 2.2646
H -0.0170 2.3203 2.5812
H -0.8483 -0.8160 0.8155
H -3.0203 -2.0223 0.9561
H -5.6724 -1.2282 3.4909
H -5.5442 -1.7053 1.7846
H -4.7918 -2.6983 3.0324
H -4.2405 0.5088 4.2078
H -2.1488 1.8524 3.9498
H -0.3789 -1.7960 3.2068
H 0.6954 -4.0322 3.5217
H 3.1538 -4.2929 3.3063
H 4.5991 -2.2572 2.8167
C 2.4678 5.0635 0.1575
Si 1.3765 4.0630 -0.9878
C 0.8635 5.1730 -2.4080
C 2.2300 2.5228 -1.6182
C -0.1002 3.4515 0.0341
N -1.2805 3.1116 -0.5394
N -2.3255 2.7851 -0.9199
H 3.4108 5.3394 -0.3336
H 1.9548 5.9920 0.4430
H 2.7104 4.5129 1.0745
H 1.7299 5.4551 -3.0246
H 0.1315 4.6796 -3.0606
H 0.4099 6.0989 -2.0277
H 3.1817 2.7822 -2.1043
H 2.4346 1.8219 -0.7958
H 1.5959 2.0077 -2.3551
H -0.1409 3.6058 1.1215
*
```

LUMO = -4.899 eV
Kohn-Sham gap = 5.9 eV
HOMO = -10.836 eV

C7H10O | wB97M-V/def2-TZVPD

The geometry in ORCA input format:
```
! wB97M-V def2-TZVPD RIJCOSX def2/J DEFGRID3
* xyz 0 1
C 2.4544 -1.2095 0.0165
C 1.8894 0.0336 -0.0184
C 0.3825 0.4464 -0.0018
C 0.2062 1.9636 0.0312
C -0.5394 -0.1905 1.0596
C -1.4950 -0.4491 -0.0294
O -2.6743 -0.6900 -0.0399
C -0.4110 -0.1828 -1.0953
H 1.9502 -2.1308 0.3321
H 3.6098 -1.2048 -0.1005
H 2.4971 0.8732 -0.0970
H 0.2863 2.3430 -1.0949
H -0.9161 2.2176 0.3879
H 0.9891 2.3918 0.7312
H -1.0253 0.4636 1.8775
H -0.1205 -0.9699 1.7676
H -0.7736 0.3047 -2.0057
H -0.0253 -1.2388 -1.2543
*
```

LUMO = 0.793 eV
Kohn-Sham gap = 10.1 eV
HOMO = -9.341 eV

C30H29IN2NaOPS | wB97M-V/def2-TZVPD

The geometry in ORCA input format:
```
! wB97M-V def2-TZVPD RIJCOSX def2/J DEFGRID3
* xyz 0 1
Na -0.0150 -1.6538 -0.9888
I 3.1318 -1.4910 -1.5310
C 4.0651 -0.0813 -0.2778
C 5.1533 -0.6158 0.3575
C 6.0515 0.1899 1.0798
C 5.8670 1.5354 1.0890
C 4.7449 2.1187 0.4523
C 4.6316 3.5288 0.4626
C 3.5735 4.1488 -0.1242
C 2.5431 3.3623 -0.6632
C 2.5811 1.9888 -0.6796
P 0.9669 1.1575 -1.0499
C 0.0071 1.6530 0.4331
C -0.1690 0.6669 1.4028
C -0.8680 0.9370 2.5723
C -1.4082 2.1960 2.7780
C -1.2419 3.1859 1.8164
C -0.5358 2.9178 0.6554
C 0.3195 2.1837 -2.4135
C 1.1578 2.5196 -3.4785
C 0.6539 3.1653 -4.5959
C -0.6969 3.4787 -4.6707
C -1.5391 3.1368 -3.6243
C -1.0365 2.4914 -2.5029
C 3.7537 1.3146 -0.1921
H 5.3488 -1.6756 0.2746
H 6.8975 -0.2652 1.5767
H 6.5723 2.1915 1.5840
H 5.4167 4.1000 0.9431
H 3.4934 5.2276 -0.1373
H 1.6676 3.8664 -1.0516
H 0.2453 -0.3281 1.2624
H -0.9930 0.1570 3.3125
H -1.9610 2.4089 3.6840
H -1.6656 4.1698 1.9727
H -0.4221 3.6962 -0.0887
H 2.2136 2.2798 -3.4308
H 1.3178 3.4220 -5.4114
H -1.0903 3.9821 -5.5443
H -2.5962 3.3627 -3.6776
H -1.7118 2.2157 -1.7039
S -2.6595 -0.4987 -1.6713
C -3.9558 -1.1971 -0.8916
N -3.7324 -2.2178 -0.0012
C -4.7047 -2.8590 0.6692
C -5.9940 -2.4725 0.4874
C -6.1932 -1.4074 -0.4167
N -5.2433 -0.7960 -1.0754
H -2.7682 -2.5150 0.1150
H -4.3822 -3.6603 1.3196
H -6.8119 -2.9523 0.9995
H -7.2011 -1.0489 -0.6042
C 0.4133 -5.0517 1.9156
C -0.5773 -4.1047 1.2100
C -1.6331 -4.9932 0.5160
C -1.2457 -3.2452 2.3091
O 0.0832 -3.3208 0.3043
H -0.0715 -5.6954 2.6570
H 1.1832 -4.4593 2.4133
H 0.9009 -5.6810 1.1690
H -2.2479 -5.5651 1.2194
H -1.1213 -5.6975 -0.1420
H -2.2812 -4.3941 -0.1294
H -1.9076 -3.8137 2.9707
H -1.8053 -2.4156 1.8629
H -0.4677 -2.7835 2.9224
*
```

LUMO = -0.202 eV
Kohn-Sham gap = 7.0 eV
HOMO = -7.245 eV

H6O5Si2 | wB97M-V/def2-TZVPD

The geometry in ORCA input format:
```
! wB97M-V def2-TZVPD RIJCOSX def2/J DEFGRID3
* xyz 0 1
O 1.5586 -0.9185 0.7025
O 2.7342 -3.2581 -0.1309
O 0.7029 1.6899 -0.1452
O -1.8123 -0.2539 -0.3735
O -3.7374 1.1756 -0.2518
Si 2.7834 -1.7892 0.0525
Si -2.2880 1.0235 0.4750
H 1.2320 0.0007 0.4567
H -0.0319 2.2718 -0.2954
H 0.6192 1.4940 0.8122
H -1.3694 -1.0650 -0.4505
H -4.2929 0.5405 -0.5161
H 3.9017 -0.9112 -0.3353
*
```

LUMO = 0.020 eV
Kohn-Sham gap = 9.8 eV
HOMO = -9.794 eV

C42H26IN6O6Pb | wB97M-V/def2-TZVPD

The geometry in ORCA input format:
```
! wB97M-V def2-TZVPD RIJCOSX def2/J DEFGRID3
* xyz -1 1
Pb -0.0772 0.0806 0.4871
O 3.0354 1.7408 -2.1146
C 2.4142 0.9179 -1.4390
N 2.3153 0.7825 -0.1044
C 3.1609 1.4699 0.7583
C 4.1510 2.3859 0.3362
C 4.9680 3.0543 1.2255
C 4.8415 2.8640 2.5927
C 3.9156 1.9435 3.0413
C 3.0977 1.2584 2.1559
N 2.2603 0.2231 2.7387
C 2.9264 -1.0144 2.7079
O 4.0861 -1.0710 2.3679
C 2.2608 -2.3162 3.0825
C 2.7141 -3.0160 4.1962
C 2.1676 -4.2632 4.4495
C 1.2150 -4.7729 3.5801
C 0.8514 -4.0159 2.4744
N 1.3650 -2.8105 2.2405
C 1.7086 -0.1893 -2.1983
C 2.1170 -0.4452 -3.5028
C 1.5715 -1.5187 -4.1823
C 0.6998 -2.3600 -3.5066
C 0.3560 -2.0444 -2.2056
N 0.7982 -0.9513 -1.5877
H 4.2582 2.5583 -0.7201
H 5.7108 3.7421 0.8397
H 5.4739 3.3979 3.2900
H 3.8295 1.7240 4.0994
H 3.4646 -2.5739 4.8382
H 2.4915 -4.8266 5.3156
H 0.7766 -5.7471 3.7458
H 0.1199 -4.3683 1.7506
H 2.8475 0.2124 -3.9500
H 1.8435 -1.7188 -5.2108
H 0.2869 -3.2422 -3.9758
H -0.2756 -2.6979 -1.6265
I -3.1540 1.0184 1.0982
C -3.0278 1.9041 -0.8280
C -4.1637 2.0050 -1.5794
C -4.1430 2.7866 -2.7513
C -3.0399 3.5341 -3.0553
C -1.8691 3.4547 -2.2654
C -0.7671 4.3169 -2.4698
C 0.3237 4.2309 -1.6539
C 0.4354 3.1711 -0.7288
C -0.5701 2.2538 -0.5158
C -1.8012 2.5178 -1.1910
H -5.0719 1.4993 -1.2813
H -5.0314 2.8330 -3.3689
H -3.0599 4.2192 -3.8956
H -0.8128 5.0541 -3.2636
H 1.1477 4.9266 -1.7606
H 1.3752 3.0748 -0.1984
N -2.7451 2.4477 6.7741
C -1.9292 2.0464 6.0690
C -0.9026 1.5570 5.2074
C -0.2162 2.4330 4.3682
C 0.7897 1.9742 3.5448
C 1.1639 0.6212 3.5371
C 0.4571 -0.2493 4.3793
C -0.5524 0.2098 5.2003
H -0.4675 3.4847 4.3792
H 1.3093 2.6760 2.9118
H 0.7044 -1.2938 4.4198
H -1.0601 -0.4790 5.8618
O -2.4073 -3.6779 -0.3022
C -2.4068 -2.5232 -0.7459
O -1.9968 -1.4747 -0.1679
C -2.9379 -2.3141 -2.1743
C -2.7998 -1.0747 -2.7903
C -3.1646 -0.8904 -4.1167
C -3.6663 -1.9527 -4.8458
C -3.8266 -3.1824 -4.2173
C -3.4690 -3.3742 -2.8899
N -4.3504 -4.3012 -4.9875
O -4.6487 -5.3216 -4.3936
O -4.4630 -4.1645 -6.1963
H -2.3806 -0.2588 -2.2184
H -3.0450 0.0816 -4.5774
H -3.9365 -1.8475 -5.8859
H -3.5694 -4.3439 -2.4241
*
```

LUMO = 1.750 eV
Kohn-Sham gap = 7.2 eV
HOMO = -5.490 eV

C20H31SiSn | wB97M-V/def2-TZVPD

The geometry in ORCA input format:
```
! wB97M-V def2-TZVPD RIJCOSX def2/J DEFGRID3
* xyz -1 1
C -1.6410 -1.1290 3.0459
Si -0.4029 -1.6651 1.7277
C -1.0724 -3.0867 0.7008
H -0.1524 -0.4976 0.6416
C 1.2258 -2.1289 2.5298
Sn 2.8607 -0.8459 1.8385
C 4.7293 -1.3442 2.7905
C 3.0780 -1.2748 -0.2542
C 2.3620 1.1676 2.3999
H -1.8061 -1.9445 3.7742
H -1.2768 -0.2579 3.6050
H -2.6168 -0.8604 2.6118
H -1.0779 -4.0194 1.2886
H -2.0997 -2.8739 0.3609
H -0.4457 -3.2430 -0.1914
H 1.2033 -2.0325 3.6249
H 1.5298 -3.1529 2.2665
H 5.4608 -0.5895 2.4989
H 4.6066 -1.3466 3.8726
H 5.0536 -2.3251 2.4458
H 3.8952 -0.6900 -0.6987
H 3.2888 -2.3492 -0.3772
H 2.1538 -1.0226 -0.7960
H 2.9128 1.8802 1.7818
H 1.2880 1.3323 2.2783
H 2.6320 1.3254 3.4509
C -5.6631 1.4687 -2.8457
C -4.3809 1.1911 -2.0730
C -4.0580 1.9017 -0.8994
C -2.8420 1.6549 -0.2645
C -1.9018 0.7346 -0.7893
C -0.5869 0.7621 -0.1700
C 0.5844 0.9919 -1.0193
C 1.6492 1.8099 -0.5313
C 2.7527 2.1244 -1.3253
C 2.8364 1.6976 -2.6713
C 1.8183 0.8797 -3.1698
C 0.7214 0.5037 -2.3591
C -2.3177 -0.1125 -1.8445
C -3.4721 0.2314 -2.5706
H -5.7077 0.8683 -3.7682
H -6.5573 1.1817 -2.2489
H -5.7880 2.5241 -3.1143
H -4.7354 2.6880 -0.5363
H -2.5791 2.1943 0.6582
H -0.5619 1.3964 0.7498
H 1.5664 2.2566 0.4652
H 3.5468 2.7608 -0.9276
H 3.6451 2.0532 -3.3555
H 1.8634 0.5779 -4.2337
H -0.0911 -0.1074 -2.7611
H -1.7353 -1.0334 -2.0560
H -3.6944 -0.2251 -3.5559
*
```

LUMO = 2.657 eV
Kohn-Sham gap = 4.3 eV
HOMO = -1.620 eV